(1)
# C31H36MnN4O3PS

A molecular structure, C31H36MnN4O3PS in a non-equilibrium geometry (the ωB97M-V functional and the def2-TZVPD basis, the Open Molecules 2025 dataset).

The geometry in XYZ format:
```
77
Properties=species:S:1:pos:R:3
Mn 0.122 -0.411 -0.413
S -0.602 1.579 2.591
P 1.476 -0.612 2.680
O -0.079 2.901 2.707
O 0.333 0.521 3.251
O 1.597 -1.557 -1.563
N 3.046 -1.528 -3.275
N -0.832 1.002 1.168
N -1.952 0.490 -0.697
N 0.802 -1.472 1.315
C -0.489 -4.913 -1.671
C 2.171 -0.925 -2.466
C 4.475 -3.763 1.790
C 2.960 -0.493 3.802
C 0.491 0.799 -2.068
C 4.294 -5.022 2.343
C -2.932 0.646 -1.585
C 0.646 -1.842 3.869
C 0.950 -2.734 1.038
C -3.915 2.403 -0.322
C -2.474 2.438 4.380
C 0.370 -4.435 -0.698
C -2.119 -3.259 -1.063
C 2.091 -3.536 1.519
C -3.559 2.236 5.214
C 0.001 -3.346 0.094
C 3.378 -3.016 1.392
C -1.728 -4.321 -1.867
C -3.717 -0.050 4.483
C 1.894 0.541 -2.627
C -4.184 0.990 5.287
C 2.335 0.660 1.516
C -1.925 1.286 0.381
C 1.917 -4.813 2.056
C -1.264 -2.773 -0.089
C -5.325 0.778 6.239
C -2.024 1.379 3.609
C -3.933 1.585 -1.446
C -2.639 0.137 3.638
C -2.909 2.255 0.609
C 3.012 -5.539 2.486
H 0.916 -5.216 2.158
H -0.182 -5.742 -2.295
H 3.508 -2.048 0.922
H -4.954 0.789 7.266
H -2.850 2.885 1.485
H 3.230 -2.512 -3.169
H -0.236 0.565 -2.853
H 2.010 0.852 -3.669
H -6.060 1.578 6.148
H 3.400 0.424 1.452
H -2.271 -0.662 3.005
H -2.902 -0.011 -2.447
H 2.660 -0.688 4.829
H 1.264 -2.734 3.964
H -4.702 1.681 -2.199
H 5.476 -3.374 1.654
H 1.344 -4.886 -0.570
H 3.490 -1.030 -4.025
H 2.871 -6.520 2.920
H 2.651 1.072 -2.041
H 3.381 0.508 3.727
H -3.922 3.057 5.819
H -3.099 -2.817 -1.192
H 0.378 1.860 -1.827
H -4.206 -1.015 4.520
H -5.817 -0.175 6.062
H -1.968 3.393 4.316
H -2.394 -4.691 -2.635
H -4.668 3.168 -0.185
H 1.947 0.686 0.499
H 5.152 -5.607 2.647
H 2.236 1.666 1.924
H 0.546 -1.390 4.856
H 3.712 -1.225 3.517
H -1.613 -2.008 0.599
H -0.346 -2.138 3.526
```

ΔE to the lowest compared entry with this formula, charge and spin: 2.528 eV
highest occupied orbital energy (alpha / beta): -10.6 / -9.9 eV
multiplicity: 2
charge: +1
LUMO energy (alpha / beta): -2.99 / -2.98 eV
Kohn-Sham gap (alpha / beta): 7.56 / 6.88 eV



(2)
# C42H55N11O2PSSc

A molecular structure, C42H55N11O2PSSc (the ωB97M-V functional and the def2-TZVPD basis, the Open Molecules 2025 dataset).

The geometry in XYZ format:
```
113
Properties=species:S:1:pos:R:3
Sc -0.113 0.099 -0.142
S -0.314 -3.204 -1.447
P 2.846 1.377 1.658
O 1.337 -0.782 -1.297
O 1.637 0.596 1.167
N -0.688 2.143 0.813
N 0.271 1.804 -1.693
N -3.876 0.575 -0.741
N 1.808 -1.725 -2.110
N -0.077 -1.713 1.291
N 0.370 3.195 -3.342
N -0.157 3.925 -2.331
N -0.547 -3.663 2.169
N -1.886 -0.056 -1.859
N -2.489 -0.070 1.065
N -0.904 4.841 1.813
C 1.135 -2.906 -2.251
C 0.614 1.948 -2.960
C 1.713 0.917 4.200
C -3.203 0.126 -1.865
C -0.895 2.453 2.127
C -1.002 3.722 2.601
C -3.651 0.388 0.612
C 5.089 4.172 0.596
C 4.482 2.637 -1.317
C 4.164 -0.695 0.394
C 5.182 3.932 -0.909
C 4.511 1.439 4.961
C 2.917 -3.579 -3.783
C 2.972 -1.443 -2.755
C 0.578 -3.212 2.819
C 3.028 2.625 -0.855
C -3.411 0.007 3.297
C -0.193 3.050 -1.336
C 1.753 -3.842 -3.128
C -4.611 0.512 2.804
C -3.387 -0.474 -4.179
C 5.525 -1.259 -0.026
C 6.375 -1.564 1.203
C -1.326 -0.473 -3.015
C -0.580 3.281 0.022
C 0.856 -2.003 2.265
C 3.637 4.155 1.065
C -4.731 0.703 1.453
C -0.898 -2.742 1.262
C 3.717 2.492 4.186
C 2.525 1.938 3.375
C 2.544 -0.100 4.979
C -0.696 4.567 0.539
C -2.012 -0.690 -4.182
C 5.693 0.845 1.701
C 2.859 2.903 0.647
C 3.601 0.586 5.834
C 6.709 -0.274 1.973
C -3.986 -0.064 -3.016
C 4.283 0.250 1.612
C 3.554 -2.337 -3.597
C -2.406 -0.257 2.400
H 4.388 3.074 3.554
H 5.665 3.411 1.126
H -0.984 1.629 2.817
H 5.536 5.135 0.849
H 3.494 -1.520 0.643
H 1.008 0.407 3.547
H 2.492 3.421 -1.385
H 1.116 1.489 4.917
H 5.825 -2.259 1.844
H 3.377 -0.466 -2.541
H 1.241 -4.786 -3.243
H 4.132 -0.328 2.532
H 3.302 3.196 4.915
H 5.060 0.787 4.282
H 1.792 3.124 0.813
H 3.565 4.330 2.138
H -0.259 -0.626 -2.981
H 6.226 3.918 -1.227
H 1.064 -3.775 3.593
H 5.760 1.599 2.483
H 3.107 1.223 6.573
H 1.875 -0.692 5.608
H -0.586 5.406 -0.140
H 0.526 3.619 -4.243
H 3.031 -0.808 4.300
H -3.253 -0.160 4.352
H 7.295 -2.073 0.915
H -5.650 1.080 1.025
H 1.647 -1.320 2.488
H -1.489 -1.036 -5.061
H 4.703 4.767 -1.430
H 5.012 1.777 -0.900
H -5.053 0.105 -2.968
H 3.119 4.997 0.592
H 4.186 -0.151 6.386
H -3.980 -0.639 -5.068
H -1.461 -0.633 2.764
H 4.516 2.523 -2.403
H 5.369 -2.163 -0.616
H 6.055 -0.553 -0.673
H -5.435 0.746 3.465
H 6.749 -0.481 3.046
H 4.476 -2.081 -4.095
H 3.349 -4.320 -4.442
H 3.688 -0.177 -0.436
H -1.174 3.890 3.656
H 1.055 1.202 -3.600
H -1.753 -2.845 0.617
H -1.006 -4.548 2.308
H 5.259 1.946 5.574
H 2.535 1.686 -1.120
H 7.701 0.082 1.691
H -4.828 0.841 -0.941
H 1.843 2.774 3.168
H 5.943 1.341 0.765
```

ΔE to the lowest compared entry with this formula, charge and spin: 0.664 eV
highest occupied orbital energy (alpha / beta): -7.3 / -9.6 eV
multiplicity: 2
charge: +1
LUMO energy (alpha / beta): -1.93 / -1.96 eV
Kohn-Sham gap (alpha / beta): 5.37 / 7.68 eV



(3)
# C2H4P2

A single C2H4P2 molecule in a non-equilibrium geometry (the ωB97M-V functional and the def2-TZVPD basis, the Open Molecules 2025 dataset).

The geometry in XYZ format:
```
8
Properties=species:S:1:pos:R:3
P 1.518 0.672 1.321
P -0.516 -0.132 0.948
C -0.217 -0.487 -0.769
C 0.995 0.163 -0.593
H -1.406 -0.993 1.702
H 1.624 0.422 -1.432
H -0.734 -0.589 -1.763
H -1.264 0.944 0.586
```

ΔE to the lowest compared entry with this formula, charge and spin: 2.382 eV
highest occupied orbital energy: -7.4 eV
LUMO energy: 0.45 eV
Kohn-Sham gap: 7.81 eV



(4)
# C4H5N3O2S

A single C4H5N3O2S molecule in a non-equilibrium geometry (the ωB97M-V functional and the def2-TZVPD basis, the Open Molecules 2025 dataset).

The geometry in XYZ format:
```
15
Properties=species:S:1:pos:R:3
S 2.006 1.839 -0.620
O 1.487 -2.555 1.597
O -1.347 -2.516 0.883
N 1.601 -0.540 0.520
N -1.029 -0.493 -0.040
N -0.232 0.488 -0.428
C 0.912 -1.672 0.994
C 1.119 0.492 -0.227
C -0.971 1.727 -0.756
C -0.574 -1.651 0.560
H 2.602 -0.648 0.645
H -2.012 1.349 -1.138
H -0.416 2.373 -1.595
H -1.947 -0.454 -0.455
H -1.198 2.261 0.060
```

ΔE to the lowest compared entry with this formula, charge and spin: 0.830 eV
highest occupied orbital energy: -8.7 eV
SMILES: Cn1[nH]c(=O)c(=O)[nH]c1=S
LUMO energy: -0.27 eV
Kohn-Sham gap: 8.43 eV



(5)
# C2H4FNO3

A single C2H4FNO3 molecule in a non-equilibrium geometry (the ωB97M-V functional and the def2-TZVPD basis, the Open Molecules 2025 dataset).

The geometry in XYZ format:
```
11
Properties=species:S:1:pos:R:3
F 3.400 -0.719 -0.230
O -1.389 -0.063 -0.954
O 0.565 -0.919 0.027
O 0.722 1.345 -0.117
N 1.414 0.333 0.032
C 2.691 0.396 -0.218
C -1.004 -0.615 0.144
H -1.191 -1.642 0.140
H 3.135 1.383 -0.193
H -1.188 -0.044 1.127
H -1.255 0.933 -1.028
```

ΔE to the lowest compared entry with this formula, charge and spin: 2.853 eV
highest occupied orbital energy: -9.0 eV
SMILES: [O-]/[N+](=C/F)OCO
LUMO energy: 0.73 eV
Kohn-Sham gap: 9.71 eV



(6)
# C6H11BO3

2 unconnected molecules or ions with the total composition C6H11BO3 in a non-equilibrium geometry (the ωB97M-V functional and the def2-TZVPD basis, the Open Molecules 2025 dataset).

The geometry in XYZ format:
```
21
Properties=species:S:1:pos:R:3
O -2.014 -0.882 0.956
O -1.781 0.668 -0.675
O 2.029 -1.911 -0.061
C 2.175 1.477 1.482
C -3.172 0.332 -0.674
C 2.228 0.088 1.286
C 2.390 0.105 -1.284
C 2.041 -0.499 -0.007
C -3.376 -0.576 0.522
B -1.139 -0.133 0.223
H 2.176 1.904 2.522
H 2.052 2.059 0.603
H -3.655 1.224 -0.860
H -4.021 -0.250 1.387
H -3.520 -0.268 -1.560
H 2.157 -0.457 -2.190
H 2.432 -0.594 2.081
H 1.871 1.115 -1.511
H -3.887 -1.598 0.165
H 1.596 -2.134 -0.912
H 3.418 0.327 -1.492
```

ΔE to the lowest compared entry with this formula, charge and spin: 4.607 eV
highest occupied orbital energy (alpha / beta): -6.9 / -8.1 eV
LUMO energy (alpha / beta): -0.32 / 0.33 eV
Kohn-Sham gap (alpha / beta): 6.57 / 8.41 eV



(7)
# C5H16NO

2 unconnected molecules or ions with the total composition C5H16NO in a non-equilibrium geometry (the ωB97M-V functional and the def2-TZVPD basis, the Open Molecules 2025 dataset).

The geometry in XYZ format:
```
23
Properties=species:S:1:pos:R:3
O 0.586 3.029 0.738
N 1.651 0.388 0.236
C -0.367 -0.319 -0.933
C -1.100 -1.482 -1.566
C -1.415 0.517 -0.093
C 0.338 -1.465 1.310
C 0.746 -0.871 -0.007
H -2.093 0.035 0.728
H -0.715 -1.738 -2.499
H 1.286 -1.669 -0.713
H -2.124 -1.225 -1.704
H -1.055 -2.385 -1.024
H 1.257 -1.719 1.885
H -0.408 -2.312 1.259
H 1.116 1.077 0.848
H -2.230 0.820 -0.775
H 1.933 0.775 -0.720
H 0.372 3.806 0.175
H -0.046 -0.765 2.003
H -0.890 1.374 0.325
H 0.022 0.457 -1.689
H 2.468 0.098 0.672
H 0.668 3.574 1.544
```

ΔE to the lowest compared entry with this formula, charge and spin: 1.407 eV
highest occupied orbital energy: -15.0 eV
charge: +1
LUMO energy: -3.20 eV
Kohn-Sham gap: 11.78 eV



(8)
# C2H9N2S

2 unconnected molecules or ions with the total composition C2H9N2S in a non-equilibrium geometry (the ωB97M-V functional and the def2-TZVPD basis, the Open Molecules 2025 dataset).

The geometry in XYZ format:
```
14
Properties=species:S:1:pos:R:3
S 1.553 -0.406 -0.306
N -1.762 -0.401 0.487
N -1.501 2.041 0.754
C 2.250 -1.538 -1.610
C -2.192 0.798 1.137
H -0.584 2.041 1.189
H 3.151 -2.042 -1.252
H -2.032 0.657 2.212
H -1.806 -0.350 -0.517
H -3.271 0.924 1.013
H 1.500 -2.325 -1.697
H -1.301 1.962 -0.240
H -0.907 -0.856 0.771
H 2.421 -0.993 -2.533
```

ΔE to the lowest compared entry with this formula, charge and spin: 0.609 eV
highest occupied orbital energy: -2.3 eV
charge: -1
LUMO energy: 4.22 eV
Kohn-Sham gap: 6.57 eV